1.
Density functional theory data (wB97M-V/def2-TZVPD) for C3H4EuO4 as an isolated structure in a non-equilibrium geometry.

Highest occupied orbital energy (spin up / spin down) = -10.29 / -13.37 eV
Maximum force = 0.078 hartree/bohr
Net charge = +1
Spin multiplicity = 9

Positions of all 12 atoms, in Å:
O -1.34599 -1.16999 0.15554
C -0.42924 0.08734 -0.21422
C -2.69853 -0.73018 0.17680
O 0.50749 -0.02222 -1.09787
O -1.35351 1.10681 -0.38043
C -2.59017 0.75866 0.09568
H -3.19391 -1.05734 1.10435
H -3.22083 -1.16155 -0.69478
H -3.39893 1.42516 -0.19873
Eu 2.51719 0.25079 0.13840
O 0.21424 0.13426 1.07442
H -0.45073 -0.60974 1.59058


2.
Density functional theory data (wB97M-V/def2-TZVPD) for a 2-piece molecular cluster, C3H4F2 overall in a non-equilibrium geometry.

Energy relative to the best compared isomer or geometry (same formula, charge and spin) = 87.7 kcal/mol
Highest occupied orbital energy (spin up / spin down) = -8.93 / -8.93 eV
Maximum force = 0.093 hartree/bohr

Positions of all 9 atoms, in Å:
C -0.67488 -0.29548 -1.42007
C -0.96975 0.28632 -0.30552
C 0.87702 0.28206 1.22807
F 1.76515 -0.58271 0.67207
F 0.34382 -0.28906 2.32280
H -1.38073 -0.67441 -2.20054
H 0.42129 -0.64382 -1.64982
H -1.80620 0.64361 0.16618
H 1.42427 1.27348 1.18683


3.
Density functional theory data (wB97M-V/def2-TZVPD) for an isolated molecule of C3H4F2 in a non-equilibrium geometry.

Energy relative to the best compared isomer or geometry (same formula, charge and spin) = 2.6 kcal/mol
SMILES string = C=CC(F)F
Highest occupied orbital energy = -10.72 eV
Maximum force = 0.045 hartree/bohr

Positions of all 9 atoms, in Å:
C -1.20541 0.62072 -0.06855
C -0.07277 0.34795 0.53007
C 0.85187 -0.69767 -0.06587
F 0.34034 -1.11214 -1.27706
F 2.01341 -0.00319 -0.31616
H -1.48586 0.02297 -0.95137
H -1.82370 1.43932 0.24930
H 0.28177 0.92748 1.37735
H 1.10036 -1.54543 0.52228


4.
Density functional theory data (wB97M-V/def2-TZVPD) for a 2-piece molecular cluster, C3H4F2O overall in a non-equilibrium geometry.

Energy relative to the best compared isomer or geometry (same formula, charge and spin) = 64.3 kcal/mol
Highest occupied orbital energy = -10.01 eV
Maximum force = 0.088 hartree/bohr

Positions of all 10 atoms, in Å:
C -0.93954 0.41523 -0.28758
C -0.80569 1.36729 -3.99247
C 0.17786 -0.10463 0.45475
O -0.95878 1.02748 -1.30240
F -1.83126 2.16978 -3.76326
F 0.22106 2.14622 -4.29626
H -2.04130 0.10005 0.03680
H 0.08271 -0.00569 1.49252
H 1.10184 0.40272 0.24469
H 0.39594 -1.14853 0.22046


5.
Density functional theory data (wB97M-V/def2-TZVPD) for C3H4F2O as an isolated structure in a non-equilibrium geometry.

Energy relative to the best compared isomer or geometry (same formula, charge and spin) = 84.2 kcal/mol
Highest occupied orbital energy = -8.32 eV
Maximum force = 0.145 hartree/bohr

Positions of all 10 atoms, in Å:
C 1.53848 0.44766 0.10290
C -0.56153 -1.00470 -0.11324
C -1.57074 -0.04566 -0.15775
H 2.61706 0.26682 -0.38806
H 1.60732 0.58998 1.20136
H 0.96655 1.69741 -0.26656
H -0.81053 -1.99157 -0.07861
O 0.68585 -0.78881 -0.21772
F -1.57603 1.21451 -0.19799
F -2.89643 -0.38563 0.11567


6.
Density functional theory data (wB97M-V/def2-TZVPD) for a 2-piece molecular cluster, C3H4F2O2S overall in a non-equilibrium geometry.

Energy relative to the best compared isomer or geometry (same formula, charge and spin) = 99.9 kcal/mol
Highest occupied orbital energy (spin up / spin down) = -11.07 / -9.25 eV
Maximum force = 0.063 hartree/bohr

Positions of all 12 atoms, in Å:
C 3.06878 -0.75995 -0.86912
C 1.99160 -0.17125 -0.49444
C -1.69743 0.70520 -0.29278
O -2.15450 -1.45052 1.01284
O -1.20650 0.39303 2.35942
F 1.31451 0.69185 -1.20158
F 1.33567 -0.37515 0.76437
S -1.18198 -0.38687 1.14905
H 3.82363 -1.45556 -0.68083
H -2.05284 1.72586 0.01567
H -0.76768 0.86431 -0.90082
H -2.47327 0.21905 -0.86180